Record 1
This record from OMol25 describes a structure of composition C33H35F5N4OsP2. The level of theory is ωB97M-V/def2-TZVPD.

Structure (XYZ):
```
80
C33H35F5N4OsP2 ωB97M-V/def2-TZVPD
Os -0.14 0.64 -1.14
P 1.44 -0.41 -2.26
P -1.43 -0.98 -2.13
F -0.17 -1.69 1.05
F -3.59 2.13 2.91
F -1.49 -2.07 3.38
F -2.30 2.57 0.58
F -3.27 -0.19 4.29
N 2.52 0.84 -2.82
N -2.44 0.38 -2.83
N 2.55 -1.57 -1.51
N -2.86 -1.92 -1.67
C 2.71 -2.91 -1.85
C 3.48 2.89 -2.74
C 1.23 1.18 0.31
C -1.08 -0.75 1.44
C 4.11 -2.46 -0.13
C 0.80 -1.29 -3.70
C -2.12 0.31 -6.90
C 0.29 -0.36 -7.54
C -0.63 -1.84 -3.54
C -4.96 -2.75 -1.49
C -1.73 -0.96 2.65
C 3.71 0.76 -3.53
C -1.27 0.40 0.65
C 3.40 -1.31 -0.43
C 0.42 2.58 -7.60
C 4.33 2.01 -3.48
C -2.95 -2.59 -0.45
C -1.03 2.29 -8.02
C -1.94 1.62 -7.02
C -4.24 -3.08 -0.30
C 0.91 0.46 -6.44
C -2.64 2.58 -3.34
C -3.45 1.83 -4.22
C -2.80 1.17 2.41
C -4.09 -2.07 -2.33
C 0.86 1.80 -6.39
C -2.11 1.67 -2.43
C 2.35 2.16 -2.39
C -2.13 1.36 1.20
C -3.23 0.48 -3.94
C -2.62 0.00 3.13
C -1.22 -0.71 -7.53
C 3.69 -3.48 -1.05
H -1.01 1.72 -8.96
H -2.53 2.33 -6.42
H 4.08 -4.48 -1.14
H 0.83 -1.32 -7.51
H -2.43 3.65 -3.37
H 1.44 2.41 -1.84
H -1.40 -1.69 -7.06
H 1.49 -2.07 -4.03
H -1.51 -0.86 -8.59
H 0.73 2.00 0.85
H -5.99 -2.97 -1.72
H -1.49 3.27 -8.25
H -1.59 1.90 -1.47
H -4.26 -1.66 -3.31
H 3.38 -0.34 0.04
H 1.06 2.28 -8.45
H 4.87 -2.55 0.64
H 1.69 -0.06 -5.86
H -4.62 -3.61 0.56
H 4.00 -0.16 -4.01
H 0.78 -0.50 -4.46
H -3.56 -0.41 -4.45
H 1.29 0.29 0.96
H -2.09 -2.64 0.21
H 0.57 3.66 -7.45
H 1.22 2.39 -5.55
H 3.66 3.91 -2.43
H 2.22 1.52 -0.01
H -3.03 -0.13 -6.47
H 0.48 0.09 -8.52
H -1.21 -1.70 -4.47
H 2.09 -3.35 -2.62
H -4.10 2.19 -4.99
H 5.29 2.27 -3.90
H -0.64 -2.92 -3.31
```

2S+1: 5
Expectation value of S²: 6.01
HOMO-LUMO gap (spin up / spin down) (eV): 7.29 / 2.99
Net charge: +2
Lowest unoccupied orbital energy (spin up / spin down) (eV): -6.134 / -10.425


Record 2
This record from OMol25 describes a structure of composition C22H35EuNO4P2. The level of theory is ωB97M-V/def2-TZVPD.

Structure (XYZ):
```
65
C22H35EuNO4P2 ωB97M-V/def2-TZVPD
Eu -1.83 1.23 1.29
P 2.15 -0.71 -4.34
P 3.89 -1.56 -1.90
O -7.22 0.69 8.01
O -6.46 2.68 8.59
O -2.18 0.07 3.37
O -1.92 2.30 3.42
N -6.39 1.63 7.91
C -4.06 1.52 0.50
C 1.52 -2.04 -5.45
C 0.36 1.91 -1.05
C -5.34 1.50 6.97
C -0.99 1.36 -1.40
C 0.36 -0.99 0.91
C -3.45 2.47 5.82
C 4.47 -3.10 -1.08
C 5.27 -0.46 -1.38
C -0.34 -1.07 -1.61
C -0.02 -1.82 -0.29
C -2.40 1.21 3.91
C -3.37 1.30 5.03
C 4.56 -1.97 -3.60
C 1.39 1.00 -0.33
C -1.31 0.07 -1.54
C 3.97 -1.04 -4.66
C -4.25 0.23 5.24
C -5.26 0.33 6.18
C -4.44 2.58 6.78
C 0.95 0.22 0.89
C 2.00 0.69 -5.52
H 0.93 0.94 -5.62
H 2.18 1.68 0.04
H 2.41 0.41 -6.51
H 4.49 -0.07 -4.68
H 5.20 0.50 -1.91
H -4.27 1.37 -0.56
H 3.88 -3.95 -1.47
H -0.77 -1.83 -2.27
H -2.74 3.28 5.65
H -4.18 2.57 0.82
H -2.37 -0.21 -1.62
H 1.88 0.34 -1.07
H -5.98 -0.47 6.31
H 4.06 -1.50 -5.65
H -4.14 -0.67 4.64
H 4.31 -3.01 0.00
H 0.05 -1.41 1.88
H 0.21 2.82 -0.44
H 2.54 1.55 -5.12
H 5.54 -3.27 -1.29
H -4.62 0.84 1.16
H 0.60 -0.76 -2.07
H 0.90 2.27 -1.95
H -0.90 -2.41 0.02
H 1.68 -3.02 -4.99
H 0.44 -1.88 -5.60
H 5.65 -1.86 -3.56
H 1.15 0.72 1.86
H 2.04 -2.00 -6.43
H 0.77 -2.56 -0.53
H 4.33 -3.02 -3.81
H 6.23 -0.94 -1.60
H -1.78 2.13 -1.46
H -4.54 3.45 7.41
H 5.18 -0.29 -0.29
```

2S+1: 8
Expectation value of S²: 15.76
HOMO-LUMO gap (spin up / spin down) (eV): 5.68 / 5.90
Net charge: 0
Lowest unoccupied orbital energy (spin up / spin down) (eV): -0.815 / -0.815


Record 3
This record from OMol25 describes a cluster of 2 separate species, H7PSi2 in total. The level of theory is ωB97M-V/def2-TZVPD.

Structure (XYZ):
```
10
H7PSi2 ωB97M-V/def2-TZVPD
P -0.05 1.29 -0.05
Si 1.67 -0.13 0.24
Si -1.84 -0.13 0.25
H -2.88 0.02 1.22
H -2.50 0.27 -1.04
H 0.36 1.17 -2.02
H 2.90 0.58 -0.57
H 1.84 -1.61 -0.13
H -1.20 -1.54 0.35
H 1.68 0.09 1.76
```

HOMO-LUMO gap (eV): 8.86
Net charge: 0
Lowest unoccupied orbital energy (eV): -0.526


ΔE to the lowest compared entry with this formula, charge and spin per entry: 22.7 0.0 153.0 kJ/mol
Total energy per entry: -2769.31597 -2607.88561 -924.38567 Eh